(1)
Computed, not measured: a structure of composition C26H21BCl3N11O2STa in a non-equilibrium geometry, with the ωB97M-V functional and the def2-TZVPD basis.

## Properties
* expectation value of S²: 0.78
* 2S+1: 2
* total charge: +2
* energy relative to the best compared isomer or geometry (same formula, charge and spin): 25.9 kcal/mol
* highest occupied orbital energy (spin up / spin down): -13.8 / -13.8 eV
* Kohn-Sham gap (spin up / spin down): 0.261 / 0.182 Ha

The geometry in XYZ format:
```
66
Properties=species:S:1:pos:R:3:nbo_charge:R:1
Ta -0.053 0.271 -0.337 2.21
N -4.574 -0.841 -1.500 -0.69
C -3.313 -0.424 -1.415 0.28
S -2.708 0.002 0.145 -0.01
N -2.617 -0.308 -2.518 -0.21
N -1.325 -0.063 -2.516 -0.29
C -0.804 0.170 -3.692 0.21
C 0.571 0.384 -3.956 -0.20
C 0.975 0.677 -5.274 -0.10
C 2.304 0.830 -5.583 -0.22
C 3.275 0.703 -4.585 -0.08
C 2.913 0.423 -3.285 -0.26
C 1.567 0.266 -2.933 0.39
O 1.211 0.027 -1.690 -0.75
H -5.160 -0.837 -0.681 0.43
H -4.988 -1.011 -2.403 0.43
H -1.485 0.164 -4.543 0.23
H 0.224 0.786 -6.042 0.24
H 2.610 1.044 -6.594 0.25
H 4.317 0.831 -4.834 0.25
H 3.659 0.313 -2.513 0.24
C -1.467 1.565 3.600 -0.31
C -0.970 1.832 2.335 0.02
N -0.508 0.705 1.778 -0.44
N -0.717 -0.294 2.665 -0.32
C -1.280 0.206 3.771 0.07
B -0.096 -1.699 2.453 0.94
N 1.401 -1.422 2.216 -0.33
C 2.501 -1.608 2.966 0.03
C 3.582 -1.064 2.301 -0.31
C 3.045 -0.549 1.126 -0.01
N 1.732 -0.759 1.087 -0.35
N -0.598 -2.397 1.148 -0.31
C -1.034 -3.659 1.035 0.06
C -1.140 -3.974 -0.308 -0.31
C -0.736 -2.825 -0.969 0.01
N -0.404 -1.879 -0.083 -0.43
N -0.469 -2.584 3.610 -0.41
C 0.150 -3.633 4.210 -0.04
C -0.720 -4.176 5.127 -0.32
C -1.890 -3.406 5.004 -0.03
N -1.728 -2.494 4.080 -0.31
H -1.913 2.248 4.295 0.26
H -0.948 2.762 1.797 0.23
H -1.540 -0.413 4.605 0.28
H 2.466 -2.090 3.921 0.25
H 4.601 -1.031 2.623 0.26
H 3.554 -0.064 0.318 0.22
H -1.256 -4.272 1.884 0.26
H -1.445 -4.907 -0.731 0.26
H -0.675 -2.633 -2.024 0.23
H 1.142 -3.928 3.934 0.22
H -0.558 -5.004 5.783 0.25
H -2.818 -3.500 5.529 0.23
Cl 1.463 7.365 -1.518 0.10
C 0.849 5.782 -1.346 -0.02
C 1.593 4.846 -0.616 -0.24
C 1.093 3.569 -0.499 -0.09
Cl 1.876 2.255 0.296 0.18
C -0.156 3.198 -1.029 0.26
O -0.579 1.976 -0.822 -0.74
C -0.879 4.160 -1.759 -0.06
Cl -2.378 3.673 -2.421 0.07
C -0.368 5.433 -1.933 -0.23
H 2.531 5.127 -0.164 0.26
H -0.911 6.152 -2.525 0.27
```

=====

(2)
Computed, not measured: a structure of composition C26H21Br2IrN6O6S2 in a non-equilibrium geometry, with the ωB97M-V functional and the def2-TZVPD basis.

## Properties
* expectation value of S²: 0.76
* 2S+1: 2
* total charge: +1
* energy relative to the best compared isomer or geometry (same formula, charge and spin): 10.3 kcal/mol
* highest occupied orbital energy (spin up / spin down): -11.0 / -11.0 eV
* Kohn-Sham gap (spin up / spin down): 0.236 / 0.210 Ha

The geometry in XYZ format:
```
64
Properties=species:S:1:pos:R:3:nbo_charge:R:1
Ir -0.680 -0.378 0.184 1.22
C 4.486 -2.786 -0.716 -0.73
S 3.306 -3.929 0.053 0.41
C 1.862 -2.903 0.098 -0.11
S 1.273 -2.776 -1.476 0.22
N 1.449 -2.541 1.264 -0.36
N 0.310 -1.748 1.392 -0.21
C -0.171 -1.809 2.584 0.09
C -1.451 -1.158 2.813 0.12
C -2.143 -1.189 4.008 -0.19
C -3.397 -0.596 4.064 -0.13
C -3.914 -0.001 2.926 -0.21
C -3.165 0.006 1.759 0.06
N -1.957 -0.560 1.712 -0.39
H 5.362 -3.388 -0.949 0.25
H 4.749 -2.000 -0.013 0.24
H 4.081 -2.364 -1.630 0.25
H 0.338 -2.391 3.343 0.24
H -1.706 -1.671 4.872 0.25
H -3.964 -0.603 4.985 0.25
H -4.891 0.459 2.928 0.25
H -3.514 0.462 0.844 0.25
C 1.467 0.985 3.097 -0.67
C 0.525 1.788 2.279 0.43
N -0.176 1.367 1.240 -0.46
C -0.876 2.440 0.743 -0.02
C -0.613 3.532 1.508 0.04
N 0.267 3.098 2.463 -0.46
C -1.066 4.952 1.528 0.76
O -1.866 5.336 0.558 -0.65
O -0.684 5.663 2.422 -0.57
C -1.790 2.223 -0.399 0.78
O -2.411 3.146 -0.901 -0.62
O -1.881 0.981 -0.762 -0.69
H 1.866 0.180 2.484 0.27
H 0.970 0.568 3.975 0.23
H 2.295 1.602 3.442 0.25
H 0.635 3.711 3.177 0.46
H -2.096 4.590 -0.061 0.52
Br -5.007 -4.246 -3.061 0.16
C -3.701 -3.250 -2.166 -0.03
C -3.378 -3.548 -0.850 -0.27
C -2.426 -2.779 -0.219 0.07
N -1.801 -1.761 -0.827 -0.43
C -2.096 -1.496 -2.110 0.08
C -3.043 -2.216 -2.809 -0.25
H -3.853 -4.364 -0.325 0.25
H -2.137 -2.990 0.801 0.21
H -1.549 -0.684 -2.567 0.26
H -3.258 -1.964 -3.837 0.26
Br 1.942 1.681 -6.445 0.08
C 2.714 1.508 -4.731 -0.08
C 4.052 1.822 -4.549 -0.22
C 4.614 1.702 -3.284 -0.20
C 3.848 1.265 -2.217 -0.19
C 2.509 0.948 -2.414 -0.10
C 1.934 1.072 -3.675 -0.23
C 1.700 0.448 -1.271 0.77
O 0.437 0.181 -1.543 -0.75
O 2.207 0.262 -0.166 -0.70
H 4.647 2.159 -5.387 0.24
H 5.656 1.956 -3.139 0.23
H 4.270 1.163 -1.226 0.23
H 0.891 0.829 -3.819 0.24
```

=====

(3)
Computed, not measured: a structure of composition C26H21Cl2MoN3O5PS, with the ωB97M-V functional and the def2-TZVPD basis.

## Properties
* total charge: +3
* highest occupied orbital energy (spin up / spin down): -17.5 / -17.5 eV
* Kohn-Sham gap (spin up / spin down): 0.197 / 0.197 Ha

The geometry in XYZ format:
```
60
Properties=species:S:1:pos:R:3:nbo_charge:R:1
Mo 0.449 -0.106 1.855 1.06
N 2.589 -3.882 0.839 -0.71
C 1.718 -2.929 1.112 0.29
S 2.283 -1.477 1.938 0.33
N 0.472 -2.981 0.748 -0.33
N -0.268 -1.924 1.198 -0.27
C -1.572 -2.331 1.121 0.23
C -2.701 -1.727 1.631 -0.16
C -3.978 -2.348 1.566 -0.10
C -5.034 -1.745 2.186 -0.17
C -4.859 -0.515 2.877 -0.03
C -3.638 0.127 2.942 -0.25
C -2.564 -0.485 2.309 0.41
O -1.372 0.061 2.281 -0.52
H 3.529 -3.871 1.204 0.44
H 2.281 -4.707 0.339 0.45
H -1.675 -3.301 0.647 0.27
H -4.092 -3.292 1.049 0.26
H -6.013 -2.202 2.166 0.27
H -5.714 -0.070 3.369 0.27
H -3.503 1.061 3.469 0.27
Cl -0.278 2.581 1.511 0.18
C -1.094 2.581 -0.044 -0.02
C -2.044 3.545 -0.300 -0.22
C -2.624 3.564 -1.566 -0.12
C -2.248 2.642 -2.534 -0.18
C -1.290 1.678 -2.251 -0.16
C -0.701 1.637 -0.986 -0.38
P 0.661 0.526 -0.635 1.31
C 0.529 -0.883 -1.720 -0.49
C 1.631 -1.367 -2.424 -0.10
C 1.471 -2.446 -3.284 -0.21
C 0.226 -3.034 -3.443 -0.13
C -0.880 -2.540 -2.751 -0.18
C -0.732 -1.472 -1.890 -0.20
C 2.206 1.407 -0.783 -0.49
C 2.176 2.761 -1.131 -0.10
C 3.365 3.462 -1.261 -0.20
C 4.576 2.824 -1.045 -0.12
C 4.610 1.476 -0.699 -0.18
C 3.432 0.769 -0.558 -0.19
H -2.319 4.270 0.454 0.27
H -3.369 4.314 -1.793 0.26
H -2.698 2.676 -3.517 0.26
H -0.992 0.970 -3.014 0.25
H 2.599 -0.889 -2.342 0.23
H 2.320 -2.810 -3.847 0.26
H 0.105 -3.866 -4.123 0.26
H -1.856 -2.980 -2.909 0.25
H -1.601 -1.065 -1.383 0.22
H 1.239 3.267 -1.324 0.22
H 3.342 4.507 -1.539 0.25
H 5.501 3.375 -1.148 0.26
H 5.559 0.982 -0.539 0.25
H 3.474 -0.278 -0.286 0.21
O 0.579 0.663 3.825 -0.75
Cl 1.937 1.349 3.744 2.51
O 1.815 2.718 3.962 -0.64
O 2.887 0.657 4.490 -0.64
O 2.149 1.074 2.235 -0.75
```

=====

(4)
Computed, not measured: a cluster of 3 separate species, C26H21ClN5O9P in total in a non-equilibrium geometry, with the ωB97M-V functional and the def2-TZVPD basis.

## Properties
* highest occupied orbital energy: -8.6 eV
* Kohn-Sham gap: 0.248 Ha

The geometry in XYZ format:
```
63
Properties=species:S:1:pos:R:3:nbo_charge:R:1
N 5.036 1.810 -0.044 -0.80
C 3.745 1.236 -0.627 0.25
C 3.570 -0.316 -1.177 -0.27
C 2.129 -0.931 -1.761 0.03
C 1.986 -2.514 -2.273 -0.80
P 3.528 -3.581 -1.887 2.15
O 3.231 -5.038 -2.472 -1.04
O 4.985 -3.019 -2.713 -0.95
O 3.837 -3.784 -0.162 -0.94
C 0.833 0.066 -1.801 -0.02
C -0.700 -0.338 -2.278 -0.14
C -1.847 -0.276 -1.119 -0.15
C -3.300 -0.639 -1.750 -0.27
C -3.425 -0.999 -3.307 0.03
N -2.408 -1.120 -4.389 -0.40
C -1.103 -0.769 -3.767 0.02
C 1.000 1.652 -1.294 -0.07
C 2.431 2.205 -0.726 -0.18
C 2.148 3.765 -0.329 0.66
O 2.901 4.742 0.174 -0.52
N 0.675 4.047 -0.653 -0.50
Cl 0.426 5.196 -1.957 0.17
C -0.110 2.864 -1.251 0.65
O -1.385 2.919 -1.651 -0.51
H 4.700 2.539 0.650 0.40
H 5.468 1.071 0.591 0.39
H 4.548 -0.988 -1.116 0.24
H 1.898 -2.477 -3.462 0.30
H 0.994 -3.011 -1.885 0.31
H 5.750 -2.934 -2.056 0.50
H 3.519 -2.935 0.286 0.49
H -1.581 0.001 -0.016 0.25
H -4.258 -0.611 -1.065 0.25
H -4.539 -1.217 -3.684 0.23
H -0.187 -0.788 -4.536 0.21
O -7.663 1.405 -2.835 -0.37
N -6.660 1.607 -2.134 0.51
O -5.574 1.029 -2.282 -0.38
C -6.769 2.594 -1.054 0.08
C -7.990 3.244 -0.827 -0.20
C -8.094 4.164 0.218 -0.21
C -6.987 4.434 1.024 -0.17
C -5.770 3.793 0.790 -0.21
C -5.654 2.869 -0.250 -0.20
H -8.862 3.044 -1.447 0.25
H -9.039 4.669 0.405 0.22
H -7.075 5.148 1.841 0.22
H -4.911 4.012 1.421 0.23
H -4.699 2.375 -0.418 0.25
O 2.294 -1.426 1.956 -0.38
N 3.353 -1.358 2.597 0.50
O 4.266 -0.553 2.361 -0.39
C 3.541 -2.299 3.708 0.08
C 2.551 -3.251 3.987 -0.20
C 2.746 -4.158 5.030 -0.21
C 3.916 -4.111 5.789 -0.17
C 4.896 -3.155 5.516 -0.21
C 4.713 -2.244 4.473 -0.20
H 1.633 -3.301 3.405 0.25
H 1.986 -4.905 5.249 0.23
H 4.066 -4.824 6.597 0.23
H 5.804 -3.123 6.114 0.23
H 5.488 -1.507 4.271 0.25
```